{"formula": "C35H42Cl2N7Si2Ti", "method": "wB97M-V/def2-TZVPD", "de_lowest_kcal_mol": 41.6, "e_tot_ev": -111329.5272, "homo_energy_ev": -3.13, "total_charge": -1, "orbital_gap_ev": 5.115, "symbols": ["Ti", "C", "N", "C", "C", "C", "C", "C", "N", "C", "C", "C", "C", "C", "C", "H", "H", "H", "H", "H", "H", "H", "H", "H", "H", "H", "Cl", "C", "Cl", "H", "H", "C", "Si", "C", "C", "N", "C", "C", "C", "C", "C", "C", "N", "Si", "C", "C", "C", "H", "H", "H", "H", "H", "H", "H", "H", "H", "H", "H", "H", "H", "H", "H", "H", "H", "H", "H", "H", "H", "H", "N", "C", "C", "C", "C", "C", "C", "C", "N", "C", "C", "N", "C", "H", "H", "H", "H", "H", "H", "H"], "positions_angstrom": [[-0.642964, 1.193845, 0.842102], [3.836933, 1.762210, -0.734547], [2.393561, 2.021781, -0.670954], [1.695610, 2.229089, -1.708686], [0.295164, 2.658628, -1.657629], [-0.353956, 3.317788, -2.668767], [-1.585107, 3.805872, -2.133778], [-1.608279, 3.403907, -0.822160], [-0.479097, 2.667584, -0.516074], [4.416884, 1.270495, -2.039569], [4.584785, -0.093851, -2.254856], [5.110785, -0.566631, -3.449966], [5.476392, 0.324626, -4.451915], [5.315822, 1.690393, -4.248536], [4.790148, 2.155307, -3.049018], [4.059132, 1.038618, 0.052830], [4.336532, 2.690923, -0.442217], [2.107399, 2.199043, -2.723055], [0.040797, 3.477111, -3.663422], [-2.345440, 4.379141, -2.642718], [-2.321466, 3.634618, -0.050460], [4.294709, -0.786960, -1.470580], [5.226128, -1.632813, -3.603597], [5.889062, -0.042197, -5.383996], [5.603038, 2.392685, -5.022230], [4.670671, 3.221951, -2.887731], [-1.081562, -0.579553, 3.009327], [-2.656344, -0.577141, 3.904104], [-1.789500, 2.556430, 2.335615], [-2.534332, 0.248548, 4.608945], [-3.394804, -0.266619, 3.149687], [-1.214680, -2.821592, -1.374973], [-0.485897, -1.108735, -1.646389], [0.869126, -1.294670, -2.900065], [-1.800703, -0.059570, -2.459940], [0.049607, -0.390154, -0.158582], [1.127041, -0.942820, 0.580744], [1.689674, -2.199838, 0.352578], [2.711653, -2.693989, 1.157008], [3.163499, -1.937595, 2.227498], [2.613337, -0.684589, 2.462291], [1.631024, -0.147114, 1.631089], [1.042026, 1.121201, 1.779022], [1.733725, 2.373578, 2.798633], [3.580862, 2.510476, 2.550792], [1.358925, 2.019445, 4.577481], [1.124540, 4.063999, 2.315868], [-2.293791, -2.827746, -1.568911], [-1.053866, -3.189917, -0.355936], [-0.750749, -3.541820, -2.058595], [0.417963, -1.615044, -3.846386], [1.623743, -2.033559, -2.615092], [1.384947, -0.345845, -3.070613], [-1.594698, -0.013130, -3.534961], [-1.828104, 0.971310, -2.096792], [-2.800203, -0.488714, -2.325938], [1.313619, -2.816269, -0.456990], [3.134452, -3.670710, 0.953359], [3.931149, -2.321688, 2.888594], [2.945950, -0.111476, 3.319933], [4.106117, 1.556081, 2.459811], [4.003419, 3.056977, 3.401992], [3.776016, 3.085560, 1.638483], [2.247230, 2.136852, 5.207118], [0.979272, 1.000346, 4.692449], [0.581393, 2.696799, 4.941546], [0.733733, 4.066482, 1.297070], [1.964022, 4.767393, 2.363549], [0.328181, 4.414461, 2.974501], [-6.894624, -7.369856, 1.337327], [-6.414322, -6.340817, 1.178962], [-5.809570, -5.028546, 0.968152], [-4.832420, -4.566508, 1.833264], [-4.278712, -3.306868, 1.649284], [-4.708087, -2.533582, 0.586997], [-5.679910, -2.985581, -0.282041], [-6.237398, -4.242740, -0.086180], [-4.128704, -1.246245, 0.406860], [-4.709325, -0.095669, -0.121291], [-3.757858, 0.857616, -0.028541], [-2.604993, 0.310946, 0.527154], [-2.864576, -0.942210, 0.747179], [-4.512378, -5.180254, 2.664626], [-3.552534, -2.914907, 2.357850], [-5.985233, -2.377880, -1.123833], [-6.996548, -4.614708, -0.761136], [-5.733463, -0.054715, -0.446952], [-3.817509, 1.894692, -0.303039], [-2.176118, -1.641333, 1.187935]], "atomic_forces_ev_per_a": [[0.739, -0.222, 1.350], [-0.286, -0.083, -0.242], [0.164, 0.242, -0.207], [0.090, -0.004, 0.205], [0.384, -0.242, 0.190], [-0.401, 0.367, -0.259], [0.386, -0.186, -0.192], [0.201, -0.098, -0.106], [-0.350, 0.293, -0.147], [-0.050, 0.040, 0.009], [-0.057, -0.074, -0.019], [-0.050, 0.061, -0.030], [-0.014, 0.041, 0.068], [-0.022, -0.071, 0.058], [0.007, -0.002, -0.021], [-0.041, -0.025, -0.014], [-0.020, 0.004, -0.016], [0.068, -0.089, -0.103], [-0.041, -0.004, 0.054], [0.076, 0.031, 0.028], [-0.100, -0.108, 0.050], [-0.008, 0.004, -0.037], [0.019, 0.016, 0.013], [-0.016, 0.005, 0.014], [-0.010, -0.014, 0.017], [0.004, -0.020, -0.007], [0.721, -0.024, -0.111], [-0.608, -0.506, 0.183], [-0.077, 0.250, 0.003], [-0.089, 0.102, -0.076], [0.045, 0.193, 0.043], [-0.125, -0.347, 0.090], [-0.228, 0.100, 0.143], [0.481, -0.041, -0.169], [-0.186, 0.204, -0.085], [0.605, 0.167, 0.623], [-0.340, 0.060, -0.547], [-0.021, -0.065, -0.056], [-0.060, 0.089, -0.054], [-0.024, 0.025, -0.042], [0.092, 0.194, 0.131], [-0.133, 0.329, 0.158], [-0.120, -0.606, -0.465], [-0.080, 0.123, -0.429], [0.415, -0.173, -0.171], [-0.103, -0.177, 0.486], [-0.183, 0.278, -0.037], [0.099, -0.033, 0.029], [-0.013, 0.034, -0.098], [-0.078, 0.011, 0.058], [0.064, 0.014, 0.052], [-0.040, 0.070, -0.044], [-0.013, -0.013, -0.033], [-0.060, -0.009, 0.069], [0.013, -0.057, -0.083], [0.103, 0.073, -0.006], [0.022, 0.029, 0.056], [-0.030, 0.010, 0.011], [-0.020, 0.015, -0.009], [-0.010, -0.046, -0.012], [0.003, 0.129, 0.058], [-0.001, -0.010, -0.085], [-0.033, -0.054, 0.206], [-0.086, 0.002, 0.006], [0.019, 0.044, 0.034], [0.040, -0.072, 0.008], [0.058, 0.039, -0.010], [-0.075, -0.035, 0.012], [0.034, 0.005, -0.066], [-0.140, -0.290, 0.044], [0.446, 0.891, -0.165], [-0.438, -0.872, 0.185], [0.393, 0.277, 0.235], [0.052, -0.418, 0.421], [0.244, 0.650, -0.008], [-0.326, -0.354, -0.258], [-0.082, 0.411, -0.397], [-0.401, -0.412, -0.291], [0.057, -0.261, 0.271], [0.301, 0.052, 0.315], [-0.526, 0.516, -0.950], [-0.203, -0.383, 0.180], [0.004, 0.037, -0.003], [-0.083, 0.015, 0.053], [-0.011, -0.011, 0.022], [0.007, 0.028, 0.005], [0.034, -0.041, 0.023], [0.052, 0.011, -0.011], [-0.028, -0.028, -0.100]]}



{"formula": "C3H5NO3", "method": "wB97M-V/def2-TZVPD", "de_lowest_kcal_mol": 139.4, "e_tot_ev": -10819.6440, "homo_energy_ev": -9.79, "total_charge": 0, "smiles": "CONC(=O)C=O", "orbital_gap_ev": 9.742, "symbols": ["C", "O", "N", "C", "O", "C", "O", "H", "H", "H", "H", "H"], "positions_angstrom": [[-0.308557, -0.952872, -1.410467], [-1.238732, -0.339533, -0.349479], [-0.545883, 0.844192, -0.190687], [0.128415, 1.180427, 0.868255], [0.433544, 2.230692, 1.385192], [0.672020, -0.172184, 1.657339], [1.490521, -1.092910, 1.162481], [-0.433522, -2.079573, -1.789631], [0.838252, -0.758630, -1.079027], [-0.334197, -0.439291, -2.490847], [-0.989210, 1.636757, -0.545487], [0.287350, -0.057074, 2.782358]], "atomic_forces_ev_per_a": [[2.359, -0.862, -2.601], [2.876, -1.208, -2.229], [-1.330, 1.499, -0.745], [2.767, -3.645, 4.105], [-0.497, 0.076, -1.043], [2.991, -2.753, -1.382], [-4.896, 5.488, 3.152], [-0.389, 2.255, 1.998], [-3.048, -0.888, -0.421], [-0.666, -0.285, 2.621], [-1.364, 1.211, -1.485], [1.198, -0.887, -1.971]]}



So what do the calculations give for LUMO? Going down the list: 1.9850; -0.0509 eV.